{"formula": "C22H17Cl3N7O2STc", "method": "ωB97M-V/def2-TZVPD", "elements": ["Tc", "N", "C", "S", "N", "N", "C", "C", "C", "C", "C", "C", "N", "H", "H", "H", "H", "H", "H", "H", "O", "C", "O", "C", "C", "C", "C", "C", "C", "N", "C", "C", "C", "C", "C", "C", "N", "H", "H", "H", "H", "H", "H", "H", "H", "H", "H", "Cl", "C", "Cl", "Cl", "C", "N"], "coordinates": [[-0.08100, -0.83958, -0.15345], [-2.32128, 0.66033, 3.27596], [-1.69913, 0.45086, 2.11931], [-0.50846, -0.86220, 2.10082], [-1.94550, 1.24638, 1.10603], [-1.26681, 0.87670, -0.01859], [-1.45829, 1.56013, -1.09562], [-0.74354, 1.10855, -2.27874], [-0.84619, 1.72696, -3.51728], [-0.13429, 1.20904, -4.58708], [0.66858, 0.09150, -4.39084], [0.73431, -0.47155, -3.13041], [0.04020, 0.01520, -2.09139], [-2.14614, 0.08437, 4.08203], [-3.00272, 1.40145, 3.34538], [-2.13504, 2.40741, -1.10512], [-1.48355, 2.59238, -3.63439], [-0.20794, 1.66833, -5.56333], [1.23196, -0.34449, -5.20304], [1.33816, -1.34825, -2.93423], [4.64350, 5.86171, 0.83775], [3.55644, 5.29571, 0.45269], [2.60032, 5.90831, -0.01366], [3.19373, 3.85991, 0.39934], [1.99154, 3.46593, 1.03347], [1.58616, 2.15158, 0.96531], [2.35313, 1.23346, 0.24760], [3.51656, 1.63752, -0.43682], [3.92580, 2.94670, -0.38798], [1.93020, -0.11779, 0.18974], [2.80035, -1.05042, 0.37168], [2.39181, -2.43592, 0.26503], [3.26822, -3.48138, 0.48691], [2.80224, -4.78620, 0.33060], [1.48740, -4.97779, -0.04288], [0.66097, -3.87220, -0.24264], [1.09226, -2.62298, -0.09182], [5.27107, 5.25518, 1.26327], [1.41939, 4.20250, 1.58043], [0.69506, 1.82049, 1.47863], [4.06824, 0.91768, -1.02693], [4.79831, 3.27571, -0.93787], [3.83275, -0.81934, 0.62438], [4.29015, -3.28468, 0.77925], [3.45969, -5.62792, 0.49853], [1.08238, -5.97007, -0.18142], [-0.37630, -3.99695, -0.52254], [-3.90919, -3.81838, -2.72545], [-4.18290, -2.88577, -1.24866], [-4.59812, -3.91931, 0.11696], [-5.36865, -1.60719, -1.48630], [-2.88856, -2.24105, -0.92021], [-1.88778, -1.74268, -0.66656]], "atomic_forces_ev_per_a": [[-0.8546, -0.1228, 0.9390], [0.0313, -0.0092, -0.1043], [-0.4725, 0.1736, 0.1071], [0.7858, 0.2321, -0.6909], [0.2610, -0.2613, -0.1301], [-0.0356, 0.0274, -0.1733], [0.0101, -0.0264, 0.1428], [-0.1168, 0.0693, 0.0425], [-0.0119, -0.0566, 0.0881], [-0.0025, -0.0171, 0.0400], [-0.0155, -0.0456, 0.0594], [0.0812, 0.0298, -0.1230], [0.3983, 0.0535, 0.1851], [-0.0113, -0.0011, 0.0136], [-0.0176, 0.0062, 0.0207], [0.0041, -0.0067, -0.0091], [-0.0070, 0.0138, 0.0054], [0.0104, 0.0040, -0.0190], [0.0010, -0.0134, -0.0116], [0.0359, 0.0072, -0.0072], [-0.0050, -0.0942, -0.0013], [-0.4397, 0.2480, 0.0125], [0.2605, -0.1749, -0.0381], [0.0555, -0.0563, -0.0135], [-0.0570, -0.1072, 0.0797], [0.0041, 0.1802, 0.0611], [-0.0708, -0.1384, 0.0463], [0.1294, 0.1540, -0.0800], [0.0119, -0.0611, -0.0863], [-0.3299, -0.0158, -0.1208], [0.1422, -0.2285, 0.0325], [0.0434, 0.1870, -0.0638], [-0.0853, -0.2053, -0.0113], [0.1311, 0.1413, 0.0412], [-0.1380, 0.1120, -0.0441], [0.0307, -0.1673, 0.0443], [0.0886, 0.1862, -0.1092], [0.1075, -0.0142, 0.0173], [-0.0441, -0.0224, 0.0321], [-0.0266, 0.0425, 0.0041], [0.0398, 0.0203, -0.0162], [0.0271, -0.0377, -0.0063], [0.0102, -0.0154, -0.0169], [0.0335, 0.0099, 0.0023], [0.0078, -0.0085, 0.0022], [-0.0021, -0.0197, 0.0024], [0.0106, -0.0176, -0.0006], [-0.0612, 0.0710, 0.1321], [0.1798, 0.0445, 0.0229], [0.0099, 0.0409, -0.0952], [0.0511, -0.0826, -0.0072], [-0.0124, 0.0676, -0.0232], [-0.1762, -0.0950, -0.1744]], "e_tot_ev": -88190.1556, "orbital_gap_ev": [6.42, 3.99], "relative_energy_kcal_mol": 0.0, "charge": 3, "e_homo_ev": [-16.62, -16.61], "multiplicity": 2}


{"formula": "C22H17N4O4RuS", "method": "ωB97M-V/def2-TZVPD", "elements": ["Ru", "N", "C", "C", "C", "C", "C", "C", "C", "C", "C", "C", "C", "C", "H", "H", "H", "H", "H", "H", "H", "H", "H", "H", "O", "S", "O", "O", "O", "N", "C", "C", "C", "C", "C", "C", "C", "N", "C", "C", "N", "C", "H", "H", "H", "H", "H", "H", "H"], "coordinates": [[-0.33697, 1.32721, -0.25265], [0.25725, 2.03552, -2.24697], [1.61043, 2.37457, -2.65501], [1.85905, 2.43923, -4.01721], [3.11330, 2.78400, -4.48807], [4.12413, 3.06379, -3.58006], [3.86984, 2.99146, -2.22295], [2.60819, 2.65305, -1.72391], [2.43903, 2.50666, -0.25617], [3.28029, 3.17412, 0.63107], [3.25380, 2.92779, 1.99803], [2.40901, 1.96090, 2.54029], [1.54124, 1.30931, 1.69387], [1.49543, 1.63737, 0.32177], [-0.17338, 1.43745, -2.94654], [-0.32329, 2.88736, -2.18357], [1.05329, 2.23305, -4.71264], [3.29794, 2.83169, -5.55231], [5.11497, 3.32303, -3.92626], [4.68475, 3.16521, -1.53477], [3.96484, 3.92234, 0.25585], [3.91482, 3.48809, 2.64587], [2.42569, 1.72925, 3.59573], [0.87187, 0.55835, 2.10244], [-3.39855, 3.58283, 0.31208], [-2.14343, 3.16902, -0.18724], [-2.20430, 1.80402, -0.95011], [-1.35248, 4.07145, -0.99040], [-1.21077, 2.63475, 0.98206], [-4.72955, -7.11559, 4.50843], [-4.20149, -6.35566, 3.82909], [-3.53441, -5.40177, 2.97505], [-3.75865, -4.03965, 3.14541], [-3.12104, -3.12902, 2.32142], [-2.25380, -3.59441, 1.34758], [-2.02015, -4.94609, 1.16487], [-2.67045, -5.85455, 1.98194], [-1.57831, -2.64752, 0.49987], [-1.24997, -2.82241, -0.82994], [-0.62959, -1.68667, -1.22227], [-0.55702, -0.81904, -0.14370], [-1.15419, -1.43566, 0.86715], [-4.44314, -3.69473, 3.90769], [-3.33388, -2.07243, 2.41912], [-1.31988, -5.29352, 0.41715], [-2.50012, -6.91490, 1.85902], [-1.50663, -3.70979, -1.38024], [-0.21271, -1.44526, -2.18425], [-1.27101, -1.04418, 1.86439]], "atomic_forces_ev_per_a": [[0.4234, -0.9509, -0.0847], [0.1299, 0.2027, 0.2632], [-0.1010, -0.0799, -0.0638], [-0.0253, -0.0007, -0.0298], [0.0356, 0.0094, 0.0314], [-0.0502, -0.0113, -0.0007], [0.0363, 0.0145, -0.0545], [0.0068, -0.0126, 0.1667], [0.0067, 0.0010, -0.0582], [0.0758, 0.0332, 0.0173], [-0.0203, -0.0141, 0.0029], [0.1582, 0.0336, -0.1442], [-0.1223, -0.0379, -0.0742], [-0.0955, 0.0054, 0.1522], [-0.0702, 0.0443, -0.0380], [0.0422, 0.0607, -0.0911], [0.0208, 0.0067, -0.0110], [-0.0039, 0.0023, 0.0051], [-0.0041, -0.0024, -0.0050], [-0.0148, -0.0028, 0.0054], [-0.0061, -0.0115, -0.0018], [-0.0019, -0.0055, -0.0068], [0.0163, 0.0129, 0.0008], [-0.0890, 0.0574, -0.0001], [0.0296, -0.0559, -0.0549], [-0.4038, -0.0983, 0.4681], [0.1204, 0.2231, -0.1942], [-0.0163, 0.0343, -0.0620], [-0.0036, 0.4050, -0.2204], [0.0125, 0.0166, -0.0140], [0.0634, 0.1164, -0.0871], [-0.0688, -0.1679, 0.0950], [-0.0153, 0.0604, 0.0102], [-0.1125, -0.0004, 0.0135], [0.1256, 0.1991, -0.1861], [0.0336, -0.0875, 0.0849], [0.0328, -0.0080, -0.0382], [-0.1302, -0.2565, 0.0182], [-0.0512, 0.0091, 0.0260], [0.1902, 0.1427, 0.0775], [-0.2479, -0.0055, -0.0280], [0.1384, 0.1122, 0.0615], [0.0028, -0.0182, 0.0006], [0.0124, -0.0143, 0.0026], [-0.0151, 0.0090, 0.0025], [-0.0055, 0.0037, 0.0074], [-0.0076, -0.0097, 0.0536], [-0.0210, 0.0221, -0.0035], [-0.0102, 0.0138, -0.0142]], "e_tot_ev": -50648.7049, "orbital_gap_ev": [8.21, 6.07], "relative_energy_kcal_mol": 11.1, "charge": 1, "e_homo_ev": [-12.03, -12.17], "multiplicity": 5}


{"formula": "C22H17N5OOsS3", "method": "ωB97M-V/def2-TZVPD", "elements": ["Os", "S", "C", "N", "C", "C", "C", "C", "C", "C", "S", "H", "H", "H", "H", "O", "N", "C", "C", "C", "C", "C", "S", "H", "H", "H", "H", "N", "C", "C", "C", "C", "C", "N", "C", "C", "C", "C", "C", "N", "H", "H", "H", "H", "H", "H", "H", "H", "H"], "coordinates": [[0.02385, 0.37171, 1.04727], [-1.65009, 1.09921, 2.57358], [-2.47618, 1.31669, 1.09195], [-1.76582, 1.07449, 0.01825], [-2.51286, 1.24187, -1.15114], [-2.07496, 1.05368, -2.45956], [-2.96751, 1.27308, -3.49212], [-4.28390, 1.66416, -3.23627], [-4.72797, 1.85020, -1.94066], [-3.82924, 1.63952, -0.90177], [-4.10855, 1.79369, 0.81709], [-1.06074, 0.73308, -2.65027], [-2.64402, 1.13738, -4.51569], [-4.96677, 1.81998, -4.06012], [-5.74881, 2.14586, -1.73951], [0.01232, -1.05675, -0.52821], [-0.42522, -2.28331, -0.20485], [-0.92454, -3.03923, -1.20254], [-1.38916, -4.30086, -0.95082], [-1.33301, -4.79313, 0.35430], [-0.81097, -4.00279, 1.35196], [-0.35054, -2.71658, 1.06220], [0.32893, -1.64732, 2.23470], [-0.92312, -2.56408, -2.17144], [-1.79303, -4.88601, -1.76312], [-1.70283, -5.78309, 0.58303], [-0.75102, -4.34130, 2.37623], [3.25287, 0.46507, 0.68122], [2.60441, 0.96848, -0.42528], [3.30724, 1.03724, -1.63193], [2.71412, 1.63811, -2.71269], [1.43721, 2.18174, -2.57738], [0.80260, 2.04280, -1.37204], [1.35754, 1.42150, -0.30596], [2.87516, 0.45465, 2.00878], [3.83209, 0.04499, 2.94054], [3.51239, 0.03528, 4.27351], [2.24854, 0.46211, 4.66906], [1.36383, 0.84962, 3.69896], [1.64535, 0.83730, 2.37031], [4.18773, 0.13693, 0.51047], [4.31167, 0.63948, -1.69160], [3.24713, 1.70828, -3.65149], [0.95333, 2.70127, -3.39127], [-0.18123, 2.44920, -1.20419], [4.81298, -0.25852, 2.59969], [4.24001, -0.29145, 5.00425], [1.95208, 0.47491, 5.70707], [0.37871, 1.20085, 3.95751]], "atomic_forces_ev_per_a": [[-0.1336, -0.4622, 0.0577], [0.1505, 0.2795, -0.0131], [-0.4929, 0.2334, 0.2753], [0.3491, 0.0573, 0.0486], [0.0963, -0.1581, 0.0112], [-0.0270, -0.0672, 0.0192], [-0.0250, 0.0036, 0.0065], [0.0044, 0.0078, -0.0140], [0.0017, -0.0029, 0.0401], [-0.0167, -0.0003, 0.0235], [-0.0475, -0.0066, -0.0966], [-0.0242, -0.0670, -0.0164], [-0.0002, -0.0193, 0.0084], [0.0067, 0.0096, -0.0008], [0.0066, 0.0127, -0.0078], [0.2640, 0.3828, -0.4323], [-0.0699, -0.0690, -0.0994], [0.0265, 0.0095, -0.0768], [0.0098, -0.0389, -0.0086], [0.0346, 0.0434, 0.0361], [0.0142, -0.0694, -0.0596], [0.1069, -0.0090, 0.1809], [-0.2316, -0.0733, 0.1068], [-0.0126, 0.0318, 0.0170], [-0.0049, 0.0042, 0.0072], [0.0060, 0.0040, -0.0072], [-0.0165, -0.0042, -0.0074], [-0.1921, -0.4236, -0.0624], [0.1285, 0.2632, 0.1075], [0.0746, 0.0547, 0.0906], [-0.0391, 0.0370, -0.0836], [0.1128, 0.0552, -0.0389], [0.2080, 0.2039, 0.1791], [-0.5021, -0.2646, -0.6151], [0.1125, 0.3308, 0.0482], [0.0763, 0.1333, -0.0212], [0.0539, -0.0375, 0.0879], [0.0031, 0.0509, 0.0113], [0.1759, 0.3164, -0.0928], [-0.0739, -0.6454, 0.4016], [0.0223, -0.0372, -0.0120], [-0.0104, -0.0026, 0.0059], [-0.0099, -0.0103, -0.0004], [-0.0235, -0.0157, 0.0119], [-0.0296, -0.0282, -0.0036], [-0.0093, -0.0073, -0.0126], [-0.0081, -0.0107, -0.0091], [-0.0060, 0.0442, -0.0071], [-0.0386, -0.0388, 0.0166]], "e_tot_ev": -67555.6050, "orbital_gap_ev": [6.94, 6.74], "relative_energy_kcal_mol": 47.7, "charge": 1, "e_homo_ev": [-9.93, -9.70], "multiplicity": 2}


{"formula": "C22H18Cl3F3GeN8S2Zr", "method": "ωB97M-V/def2-TZVPD", "elements": ["Zr", "C", "C", "C", "C", "C", "C", "H", "H", "H", "H", "H", "H", "S", "N", "C", "C", "C", "C", "C", "N", "C", "C", "N", "C", "C", "C", "C", "C", "N", "H", "H", "H", "H", "H", "H", "C", "C", "N", "N", "C", "S", "N", "N", "H", "H", "H", "H", "H", "H", "Cl", "Ge", "Cl", "Cl", "F", "C", "F", "F"], "coordinates": [[0.17126, 0.46482, 1.51578], [3.13827, -1.94418, -1.15474], [2.91406, -1.36096, -2.39870], [2.77631, 0.02039, -2.51534], [2.84321, 0.81658, -1.38328], [3.03707, 0.23401, -0.12789], [3.20898, -1.14456, -0.02156], [3.32103, -3.00932, -1.08013], [2.90858, -1.97763, -3.28997], [2.67016, 0.47293, -3.49310], [2.78924, 1.89386, -1.47779], [3.20742, 0.85473, 0.74476], [3.44226, -1.58599, 0.93906], [-0.75791, -4.84426, -4.11825], [-0.86294, -3.24608, -4.20138], [-0.58382, -2.78077, -2.99680], [-0.55351, -1.40697, -2.60304], [-0.82610, -0.35853, -3.48542], [-0.76301, 0.93165, -3.00196], [-0.46575, 1.12700, -1.66496], [-0.23874, 0.12508, -0.79115], [-0.24790, -1.12572, -1.26184], [0.04452, -2.20671, -0.29610], [0.32343, -1.83474, 0.95283], [0.54228, -2.79739, 1.86808], [0.52193, -4.15349, 1.57834], [0.25259, -4.55147, 0.28832], [0.00250, -3.55870, -0.67145], [-0.30934, -3.85585, -2.02944], [-0.40022, -5.06081, -2.57083], [-1.06829, -0.56997, -4.51981], [-0.94014, 1.78319, -3.64373], [-0.38684, 2.12373, -1.25833], [0.73678, -2.46280, 2.87788], [0.70754, -4.86994, 2.36582], [0.21961, -5.59704, 0.00782], [-3.49920, 4.90164, 1.51105], [-2.02671, 4.77909, 1.44337], [-1.16084, 5.72754, 1.61336], [0.05787, 5.13162, 1.48859], [-0.02839, 3.84237, 1.22129], [1.22638, 2.72159, 0.88572], [-1.34748, 3.59250, 1.18775], [-1.82658, 2.29661, 1.00631], [-3.74895, 5.93315, 1.74582], [-3.90942, 4.25598, 2.28952], [-3.96193, 4.64017, 0.55826], [0.89831, 5.68773, 1.57616], [-2.38213, 2.25923, 0.15324], [-2.43401, 2.05259, 1.78478], [2.00676, -0.16795, 3.06639], [0.93893, 0.54855, 5.37290], [-0.76509, 1.50059, 3.55137], [-0.13225, -1.26410, 5.60170], [-3.02775, 0.24585, 1.96818], [-1.96699, -0.53692, 1.64855], [-1.88625, -1.43011, 2.66853], [-2.39883, -1.26181, 0.57550]], "atomic_forces_ev_per_a": [[-0.5565, 0.0851, -0.1838], [0.0114, 0.0117, -0.0397], [0.0023, 0.0113, 0.0234], [0.0048, -0.0129, 0.0205], [-0.0199, 0.0105, -0.0283], [0.1107, -0.0922, -0.0434], [-0.0568, 0.0268, 0.0390], [0.0023, -0.0017, 0.0053], [0.0016, 0.0023, -0.0054], [-0.0013, 0.0036, 0.0020], [-0.0011, 0.0024, -0.0002], [0.0534, 0.0510, -0.0216], [0.0026, -0.0050, 0.0104], [-0.1002, -0.1734, 0.1862], [0.1369, 0.1674, 0.0323], [-0.0803, -0.1452, -0.0642], [-0.0031, 0.0989, 0.0516], [0.0093, -0.0944, 0.0005], [-0.0069, 0.0826, 0.0441], [0.0143, -0.1153, -0.0103], [0.1238, -0.0630, -0.1545], [-0.0324, 0.0424, 0.0057], [0.0151, 0.0813, -0.0120], [0.0164, -0.0674, -0.0224], [0.0068, 0.0344, 0.0606], [-0.0047, -0.0608, -0.0369], [0.0122, -0.0025, 0.0802], [-0.0282, -0.0444, -0.1313], [-0.0388, 0.1416, 0.1352], [0.0851, -0.0556, -0.2362], [0.0008, 0.0042, 0.0000], [-0.0060, 0.0038, 0.0059], [0.0194, 0.0544, -0.0201], [-0.0056, 0.0035, -0.0068], [0.0021, -0.0004, 0.0021], [0.0005, 0.0002, -0.0047], [-0.0006, 0.0008, -0.0131], [-0.0724, 0.0995, 0.0083], [-0.0424, -0.0816, 0.0902], [-0.0024, 0.0511, -0.1128], [0.2557, 0.0270, -0.0256], [0.1507, 0.1831, 0.0121], [0.0107, 0.0061, -0.0039], [0.1289, -0.0221, -0.2317], [-0.0048, -0.0001, 0.0071], [-0.0053, 0.0085, 0.0064], [-0.0014, -0.0032, -0.0018], [-0.0017, 0.0028, 0.0034], [-0.0508, -0.0026, 0.0168], [-0.0549, -0.0027, -0.0335], [0.0071, -0.0238, -0.0338], [0.0669, 0.2685, 0.0059], [0.1901, -0.0420, 0.5382], [-0.1097, -0.2614, 0.0341], [-0.2484, 0.0269, -0.0374], [-0.1670, -0.1191, 0.1232], [0.2428, -0.1272, 0.1414], [0.0188, 0.0264, -0.1769]], "e_tot_ev": -160192.9813, "orbital_gap_ev": [7.50, 4.11], "relative_energy_kcal_mol": 5.5, "charge": 3, "e_homo_ev": [-17.37, -17.33], "multiplicity": 2}


> What is the formula in the fourth record?

C22H18Cl3F3GeN8S2Zr


> Look up the charge of the third one.

+1